Entry 1:
Molecular formula: C21H39AuCl3N7O3Si
Method: DFT, ωB97M-V with the def2-TZVPD basis set

Lowest unoccupied orbital energy (spin up / spin down): 0.16 / -4.38 eV
HOMO energy (spin up / spin down): -8.220 / -8.864 eV
Net charge: 0
Spin multiplicity: 3
Strongest force on any atom: 2.990 eV Å⁻¹
HOMO-LUMO gap (spin up / spin down): 8.379 / 4.487 eV
ΔE to the lowest compared entry with this formula, charge and spin: 1.462 eV

Atoms and positions in Å:
1 C -3.879 6.223 -2.368
2 C -2.837 7.289 -2.304
3 H -4.691 6.487 -1.676
4 H -3.436 5.256 -2.108
5 H -4.355 6.141 -3.357
6 C -3.204 8.564 -2.050
7 C -4.585 9.152 -1.993
8 H -2.462 9.350 -1.914
9 H -5.194 8.748 -1.166
10 H -5.153 9.065 -2.935
11 H -4.458 10.234 -1.815
12 Au -0.044 2.066 -2.099
13 Cl 1.791 0.905 -3.237
14 Cl -0.301 3.605 -3.767
15 C 3.361 2.609 -0.122
16 O 2.968 2.803 1.032
17 N 4.598 2.926 -0.575
18 C 5.533 3.589 0.313
19 C 4.908 2.933 -1.998
20 H 2.722 2.170 -0.915
21 H 5.452 3.171 1.317
22 H 5.355 4.674 0.377
23 H 6.532 3.414 -0.090
24 H 4.476 2.037 -2.457
25 H 6.004 2.945 -2.085
26 H 4.462 3.812 -2.501
27 H -4.296 1.556 1.799
28 H -2.934 4.225 2.650
29 C -4.242 1.639 2.896
30 C -2.893 3.651 3.586
31 N -2.973 2.223 3.332
32 H -4.322 0.628 3.316
33 C -1.879 1.437 3.518
34 O -0.716 1.833 3.617
35 H -1.953 3.855 4.097
36 H -2.127 0.353 3.586
37 H -5.087 2.243 3.261
38 H -3.724 3.938 4.241
39 O -1.044 5.738 -1.808
40 C -1.389 6.838 -2.644
41 C -0.401 8.784 -1.469
42 C -0.373 7.974 -2.602
43 H -1.160 8.575 -0.703
44 C 0.589 9.751 -1.250
45 H -1.423 6.428 -3.660
46 C 0.497 8.306 -3.647
47 H 0.622 10.234 -0.269
48 C 1.459 10.089 -2.282
49 C 1.417 9.354 -3.469
50 H 0.477 7.721 -4.567
51 H 2.122 10.948 -2.143
52 H 2.091 9.631 -4.279
53 Si 0.203 5.431 -0.733
54 Cl -2.135 3.214 -1.036
55 C 0.294 6.850 0.564
56 C 1.785 5.525 -1.698
57 C 0.040 4.150 0.650
58 H 0.720 7.775 0.164
59 H 0.943 6.562 1.402
60 H -0.711 7.059 0.964
61 H -0.966 4.268 1.069
62 H 0.765 4.275 1.469
63 H 0.161 3.140 0.234
64 H 1.841 6.541 -2.113
65 H 1.797 4.817 -2.533
66 H 2.640 5.363 -1.023
67 N 0.914 -2.812 0.016
68 N 0.545 -1.471 0.071
69 N 0.560 -0.677 1.195
70 C 0.294 0.512 0.656
71 N 0.187 0.472 -0.690
72 N 0.362 -0.832 -1.057
73 H 1.356 -3.002 -0.882
74 H 1.437 -3.055 0.850
75 H 0.158 1.376 1.292

Population analysis type Mulliken, resulting atomic charges in e: atom 1 (C): -1.234, atom 2 (C): 0.537, atom 3 (H): 0.407, atom 4 (H): -0.081, atom 5 (H): 0.291, atom 6 (C): -0.007, atom 7 (C): -1.522, atom 8 (H): 0.345, atom 9 (H): 0.317, atom 10 (H): 0.309, atom 11 (H): 0.387, atom 12 (Au): 0.421, atom 13 (Cl): -0.503, atom 14 (Cl): -0.422, atom 15 (C): 0.499, atom 16 (O): -0.679, atom 17 (N): 0.090, atom 18 (C): -0.949, atom 19 (C): -0.692, atom 20 (H): 0.029, atom 21 (H): 0.301, atom 22 (H): 0.296, atom 23 (H): 0.353, atom 24 (H): 0.270, atom 25 (H): 0.298, atom 26 (H): 0.210, atom 27 (H): 0.258, atom 28 (H): 0.265, atom 29 (C): -0.883, atom 30 (C): -0.954, atom 31 (N): 0.204, atom 32 (H): 0.347, atom 33 (C): 0.087, atom 34 (O): -0.588, atom 35 (H): 0.305, atom 36 (H): 0.324, atom 37 (H): 0.295, atom 38 (H): 0.373, atom 39 (O): 0.297, atom 40 (C): 0.131, atom 41 (C): -0.753, atom 42 (C): 0.616, atom 43 (H): 0.922, atom 44 (C): -1.043, atom 45 (H): 0.466, atom 46 (C): -0.519, atom 47 (H): 0.413, atom 48 (C): -0.669, atom 49 (C): -0.543, atom 50 (H): 0.388, atom 51 (H): 0.391, atom 52 (H): 0.392, atom 53 (Si): 0.472, atom 54 (Cl): -0.087, atom 55 (C): -1.261, atom 56 (C): -0.545, atom 57 (C): 0.575, atom 58 (H): 0.247, atom 59 (H): 0.448, atom 60 (H): 0.247, atom 61 (H): 0.088, atom 62 (H): 0.496, atom 63 (H): -1.455, atom 64 (H): 0.243, atom 65 (H): 0.313, atom 66 (H): 0.190, atom 67 (N): -0.608, atom 68 (N): 1.059, atom 69 (N): -0.720, atom 70 (C): -0.393, atom 71 (N): 0.248, atom 72 (N): -0.641, atom 73 (H): 0.309, atom 74 (H): 0.290, atom 75 (H): 0.694

Entry 2:
Molecular formula: C4H6ClNO3
Method: DFT, ωB97M-V with the def2-TZVPD basis set

Lowest unoccupied orbital energy: -0.15 eV
HOMO energy: -11.254 eV
Net charge: 0
Spin multiplicity: 1
Strongest force on any atom: 2.420 eV Å⁻¹
HOMO-LUMO gap: 11.101 eV
ΔE to the lowest compared entry with this formula, charge and spin: 3.079 eV

Atoms and positions in Å:
1 C 0.496 0.532 -1.402
2 C 0.051 0.072 -0.022
3 C 0.104 -1.395 0.254
4 C -1.421 0.390 0.173
5 O -2.333 0.482 -0.570
6 Cl -1.833 0.103 1.891
7 N 0.773 0.790 1.053
8 O 0.770 1.999 1.031
9 O 1.267 0.139 1.937
10 H -0.410 0.642 -2.023
11 H 0.963 1.462 -1.305
12 H 1.203 -0.089 -1.827
13 H -0.739 -1.750 0.821
14 H 1.036 -1.496 0.719
15 H 0.072 -1.881 -0.730

Population analysis type Mulliken, resulting atomic charges in e: atom 1 (C): -1.597, atom 2 (C): 1.292, atom 3 (C): -1.446, atom 4 (C): 0.247, atom 5 (O): -0.429, atom 6 (Cl): -0.186, atom 7 (N): 0.850, atom 8 (O): -0.571, atom 9 (O): -0.557, atom 10 (H): 0.333, atom 11 (H): 0.466, atom 12 (H): 0.434, atom 13 (H): 0.351, atom 14 (H): 0.437, atom 15 (H): 0.377

Entry 3:
Molecular formula: C27H57FNO8P3
Method: DFT, ωB97M-V with the def2-TZVPD basis set

Lowest unoccupied orbital energy: 0.09 eV
HOMO energy: -8.260 eV
Net charge: 0
Spin multiplicity: 1
Strongest force on any atom: 7.242 eV Å⁻¹
HOMO-LUMO gap: 8.351 eV

Atoms and positions in Å:
1 C 0.288 -3.979 3.647
2 C 0.886 -2.821 4.503
3 C 1.030 -1.551 3.587
4 C 2.476 -1.005 3.537
5 C 3.525 -2.095 3.109
6 P 2.649 0.614 2.502
7 N 2.754 2.238 1.750
8 C 4.460 0.749 3.025
9 C 5.494 0.375 1.933
10 F 6.178 1.532 1.530
11 C 1.992 -0.199 0.955
12 C 2.155 0.563 -0.355
13 C 1.300 1.558 -0.820
14 C 1.510 2.190 -2.030
15 C 2.576 1.818 -2.852
16 C 3.430 0.817 -2.411
17 C 4.609 0.317 -3.254
18 C 3.231 0.201 -1.170
19 H 1.008 -4.289 2.871
20 H -0.026 -4.837 4.253
21 H -0.572 -3.573 3.088
22 H 1.858 -3.178 4.863
23 H 0.170 -2.574 5.296
24 H 0.624 -1.838 2.608
25 H 0.397 -0.728 3.969
26 H 2.743 -0.747 4.580
27 H 3.091 -3.105 3.089
28 H 4.340 -2.096 3.848
29 H 3.942 -1.912 2.107
30 H 1.676 1.176 3.395
31 H 2.638 2.944 2.474
32 H 3.658 2.430 1.321
33 H 4.637 1.809 3.256
34 H 4.693 0.221 3.961
35 H 6.264 -0.250 2.412
36 H 5.085 -0.168 1.074
37 H 0.908 -0.332 1.109
38 H 2.409 -1.203 0.789
39 H 0.451 1.859 -0.200
40 H 0.834 2.987 -2.343
41 H 2.726 2.292 -3.821
42 H 4.351 -0.713 -3.558
43 H 4.669 0.883 -4.195
44 H 5.555 0.347 -2.704
45 H 3.918 -0.599 -0.874
46 C 1.616 -2.081 -5.959
47 C 0.210 -2.433 -6.409
48 O -0.482 -3.232 -5.456
49 P -1.305 -2.545 -4.199
50 O -1.896 -1.334 -4.836
51 O -2.615 -3.516 -4.120
52 C -3.926 -3.027 -4.388
53 C -4.282 -3.201 -5.850
54 O -0.633 -3.535 -3.078
55 C 0.774 -3.661 -2.912
56 C 1.386 -2.443 -2.250
57 H 1.599 -1.531 -5.015
58 H 2.115 -1.463 -6.707
59 H 2.216 -2.981 -5.811
60 H -0.344 -1.525 -6.651
61 H 0.262 -3.022 -7.327
62 H -4.031 -1.990 -4.069
63 H -4.613 -3.615 -3.775
64 H -3.546 -2.727 -6.501
65 H -5.262 -2.772 -6.062
66 H -4.301 -4.260 -6.113
67 H 1.259 -3.890 -3.861
68 H 0.931 -4.534 -2.276
69 H 1.134 -1.528 -2.793
70 H 2.471 -2.537 -2.198
71 H 1.002 -2.328 -1.234
72 C -3.640 5.834 3.529
73 C -4.827 4.942 3.215
74 O -4.573 4.062 2.126
75 P -3.836 2.603 2.354
76 O -4.423 2.152 3.649
77 O -4.667 1.672 1.303
78 C -5.485 0.591 1.742
79 C -6.911 1.048 1.970
80 O -2.759 2.832 1.140
81 C -1.893 3.960 1.080
82 C -0.769 3.876 2.093
83 H -2.760 5.238 3.782
84 H -3.864 6.490 4.371
85 H -3.384 6.461 2.673
86 H -5.134 4.398 4.109
87 H -5.675 5.563 2.920
88 H -5.067 0.119 2.631
89 H -5.467 -0.160 0.949
90 H -6.958 1.884 2.669
91 H -7.519 0.231 2.363
92 H -7.354 1.393 1.034
93 H -2.455 4.889 1.174
94 H -1.469 3.968 0.074
95 H -1.155 3.733 3.106
96 H -0.162 4.781 2.068
97 H -0.124 3.023 1.871

Population analysis type Mulliken, resulting atomic charges in e: atom 1 (C): -1.214, atom 2 (C): -0.589, atom 3 (C): -0.582, atom 4 (C): -0.323, atom 5 (C): -1.441, atom 6 (P): 0.826, atom 7 (N): -0.713, atom 8 (C): -1.085, atom 9 (C): -0.051, atom 10 (F): -0.381, atom 11 (C): -1.548, atom 12 (C): 0.499, atom 13 (C): -0.125, atom 14 (C): -0.866, atom 15 (C): -0.854, atom 16 (C): 0.436, atom 17 (C): -1.423, atom 18 (C): -0.198, atom 19 (H): 0.241, atom 20 (H): 0.406, atom 21 (H): 0.314, atom 22 (H): 0.361, atom 23 (H): 0.388, atom 24 (H): 0.164, atom 25 (H): 0.414, atom 26 (H): 0.598, atom 27 (H): 0.427, atom 28 (H): 0.221, atom 29 (H): 0.342, atom 30 (H): -0.124, atom 31 (H): 0.315, atom 32 (H): 0.219, atom 33 (H): 0.609, atom 34 (H): 0.459, atom 35 (H): 0.336, atom 36 (H): -0.032, atom 37 (H): 0.527, atom 38 (H): 0.598, atom 39 (H): 0.408, atom 40 (H): 0.415, atom 41 (H): 0.378, atom 42 (H): 0.298, atom 43 (H): 0.369, atom 44 (H): 0.330, atom 45 (H): 0.619, atom 46 (C): -0.746, atom 47 (C): -0.393, atom 48 (O): -0.420, atom 49 (P): 1.204, atom 50 (O): -0.838, atom 51 (O): -0.362, atom 52 (C): -0.281, atom 53 (C): -1.022, atom 54 (O): -0.388, atom 55 (C): -0.591, atom 56 (C): -0.385, atom 57 (H): 0.002, atom 58 (H): 0.456, atom 59 (H): 0.264, atom 60 (H): 0.313, atom 61 (H): 0.339, atom 62 (H): 0.322, atom 63 (H): 0.346, atom 64 (H): 0.267, atom 65 (H): 0.371, atom 66 (H): 0.269, atom 67 (H): 0.312, atom 68 (H): 0.391, atom 69 (H): 0.046, atom 70 (H): 0.330, atom 71 (H): 0.202, atom 72 (C): -0.936, atom 73 (C): -0.310, atom 74 (O): -0.402, atom 75 (P): 1.112, atom 76 (O): -0.831, atom 77 (O): -0.291, atom 78 (C): -0.290, atom 79 (C): -1.035, atom 80 (O): -0.344, atom 81 (C): -0.340, atom 82 (C): -0.632, atom 83 (H): 0.155, atom 84 (H): 0.410, atom 85 (H): 0.262, atom 86 (H): 0.307, atom 87 (H): 0.342, atom 88 (H): 0.322, atom 89 (H): 0.346, atom 90 (H): 0.270, atom 91 (H): 0.373, atom 92 (H): 0.271, atom 93 (H): 0.261, atom 94 (H): 0.386, atom 95 (H): 0.295, atom 96 (H): 0.405, atom 97 (H): -0.086

Entry 4:
Molecular formula: C8H15AlB2Be2Cl5F10INO6P2S
Method: DFT, ωB97M-V with the def2-TZVPD basis set

Lowest unoccupied orbital energy: -7.71 eV
HOMO energy: -10.287 eV
Net charge: +1
Spin multiplicity: 1
Strongest force on any atom: 4.115 eV Å⁻¹
HOMO-LUMO gap: 2.582 eV

Atoms and positions in Å:
1 C 2.648 -0.691 0.334
2 P 0.880 -1.369 0.247
3 O 1.087 -2.919 0.784
4 B -0.313 -0.394 1.474
5 S -0.173 -1.057 3.230
6 I 0.580 1.679 1.583
7 C -1.816 -0.238 0.908
8 C -2.502 -1.568 0.679
9 O -2.330 -2.538 1.291
10 Cl -3.691 -1.606 -0.643
11 H 2.902 -0.514 1.427
12 H 3.373 -1.431 -0.014
13 H 2.743 0.249 -0.237
14 H 0.384 -3.461 0.396
15 H -1.281 -1.785 3.500
16 H -1.789 0.282 -0.058
17 H -2.422 0.309 1.641
18 C 3.026 4.568 -0.547
19 C 2.575 4.465 0.846
20 N 2.221 4.386 1.928
21 H 3.784 5.343 -0.634
22 H 3.452 3.618 -0.871
23 H 2.185 4.820 -1.190
24 Be 3.211 1.240 1.330
25 F -2.162 -4.030 -2.508
26 P -2.943 -5.305 -1.851
27 F -1.796 -4.936 -0.692
28 F -4.315 -4.459 -2.098
29 F -3.123 -5.852 -3.368
30 F -3.861 -5.779 -0.577
31 F -2.310 -6.831 -1.761
32 C -1.541 -5.807 2.075
33 O -2.586 -4.975 2.444
34 H -1.402 -6.564 2.855
35 H -1.789 -6.315 1.108
36 H -0.611 -5.239 1.950
37 H -2.703 -4.313 1.742
38 B 2.110 6.522 -3.451
39 F 3.325 6.036 -3.059
40 F 1.592 7.380 -2.508
41 F 2.345 7.305 -4.756
42 F 1.225 5.509 -3.717
43 Be -0.692 4.196 1.004
44 Cl 0.970 8.379 -4.978
45 C -4.670 3.646 1.144
46 Cl -5.158 4.978 2.180
47 Cl -2.968 3.186 1.481
48 Cl -5.713 2.253 1.358
49 H -4.730 3.970 0.112
50 Al -0.900 -7.811 0.528
51 C 6.452 0.865 -0.556
52 O 7.130 0.869 -1.571
53 O 6.688 0.168 0.462
54 O 5.404 1.567 -0.396

Population analysis type Mulliken, resulting atomic charges in e: atom 1 (C): -0.905, atom 2 (P): 0.218, atom 3 (O): -0.484, atom 4 (B): 0.290, atom 5 (S): -0.265, atom 6 (I): 0.253, atom 7 (C): -0.637, atom 8 (C): 0.414, atom 9 (O): -0.410, atom 10 (Cl): -0.169, atom 11 (H): 0.264, atom 12 (H): 0.532, atom 13 (H): 0.296, atom 14 (H): 0.297, atom 15 (H): 0.107, atom 16 (H): 0.398, atom 17 (H): 0.235, atom 18 (C): -0.333, atom 19 (C): 0.173, atom 20 (N): -0.409, atom 21 (H): 0.346, atom 22 (H): 0.227, atom 23 (H): 0.023, atom 24 (Be): 0.307, atom 25 (F): -0.318, atom 26 (P): 0.937, atom 27 (F): -0.236, atom 28 (F): -0.313, atom 29 (F): -0.314, atom 30 (F): -0.311, atom 31 (F): -0.348, atom 32 (C): -0.786, atom 33 (O): -0.483, atom 34 (H): 0.420, atom 35 (H): 0.527, atom 36 (H): 0.311, atom 37 (H): 0.485, atom 38 (B): 0.619, atom 39 (F): -0.297, atom 40 (F): -0.313, atom 41 (F): -0.023, atom 42 (F): -0.308, atom 43 (Be): 0.330, atom 44 (Cl): 0.340, atom 45 (C): -0.012, atom 46 (Cl): -0.089, atom 47 (Cl): -0.074, atom 48 (Cl): -0.073, atom 49 (H): 0.316, atom 50 (Al): 0.596, atom 51 (C): 0.792, atom 52 (O): -0.375, atom 53 (O): -0.367, atom 54 (O): -0.402

| no. | DFT total energy (eV) |
| --- | --- |
| 1 | -88116.798 |
| 2 | -24397.004 |
| 3 | -77377.997 |
| 4 | -158355.567 |